1.
70
Properties=species:S:1:pos:R:3:forces:R:3:lowdin_charge:R:1 method="wB97M-V/def2-TZVPD" total_charge=+2 gap_ev=5.339 de_lowest_kcal_mol=0.0
Pb 1.91241 -0.75680 -3.50276 0.7 0.3 -0.2 1.435
Sb -3.60679 -2.19351 -0.67525 0.5 -0.1 -0.3 1.376
Sb -0.79544 1.88170 -0.89330 -0.4 -1.4 -0.9 1.421
S 1.33216 -0.35998 -0.16717 -1.8 -1.4 0.7 0.601
O 1.48729 -1.27501 -1.35060 1.0 0.4 0.7 -0.570
O 0.00794 -0.59676 0.39247 1.0 -0.1 0.4 -0.391
N 7.15906 -2.92754 -0.80193 0.4 -0.9 0.4 0.170
N 4.22977 -1.05622 -3.66546 -0.3 0.1 0.4 -0.027
N 1.24033 1.16891 -0.58660 0.7 1.3 -0.9 -0.340
N 2.68562 1.37263 -2.47337 -1.0 -0.3 1.0 -0.022
N 6.11448 1.41479 -0.62840 -0.1 0.6 0.3 0.183
C -3.13906 -3.62512 0.82388 0.4 -0.1 -0.6 -0.321
C 4.25666 0.46888 2.47131 -0.4 0.1 0.6 -0.014
C 3.07258 0.53311 1.77617 -0.4 -0.7 -1.4 -0.042
C -0.85251 2.87444 0.88979 0.0 0.9 0.8 -0.346
C 4.29522 3.10775 -2.65776 -0.3 0.8 1.6 -0.010
C 2.69533 -0.57595 0.96744 0.8 0.8 -0.2 -0.257
C -7.82655 -0.21897 1.98827 -0.6 0.2 0.3 -0.044
C 2.28683 1.85521 -1.27877 0.5 -1.2 -0.4 -0.405
C -5.81490 -2.81368 -0.77880 0.4 -0.1 -0.8 -0.263
C -0.18598 3.36057 -2.24586 0.1 1.1 -0.1 -0.338
C -7.27829 -1.48918 2.35877 0.1 0.2 -0.1 0.025
C -6.50003 -1.90473 0.07020 -0.2 -0.5 1.0 -0.258
C -7.07859 -0.29988 -1.64082 -0.4 1.1 1.1 0.218
C 6.05336 0.38756 -1.13575 0.2 -1.0 -0.6 -0.204
C -6.63534 -2.27175 1.43939 -0.1 0.7 -0.3 -0.037
C 5.02826 -0.99686 -2.79621 0.3 0.0 0.2 -0.201
C 6.63848 -2.04093 -1.30013 -0.6 1.3 -0.3 -0.220
C 6.27191 -0.71499 3.30207 0.1 -2.3 0.1 -0.024
C 5.98066 -0.87719 -1.80979 -0.7 0.0 -0.1 -0.237
C -7.08546 -0.63547 -0.32678 -0.6 -0.5 -0.2 -0.213
C 4.67943 -1.79010 1.68753 -0.7 -0.1 -0.4 -0.017
C 3.86373 3.61968 -1.41212 1.5 0.3 -1.8 -0.004
C 2.89660 2.96204 -0.72948 -1.7 0.2 1.4 -0.020
C -7.80402 0.13239 0.70366 0.7 1.0 -1.9 -0.007
C -3.67593 -0.56878 0.68171 -1.1 0.1 0.8 -0.356
C 5.03426 -0.69032 2.43608 1.3 0.2 1.1 -0.237
C 3.52033 -1.69974 0.92575 -0.8 -1.2 -1.0 -0.049
C 3.66781 2.00167 -3.11152 -0.1 -0.7 -0.8 -0.164
H -2.71542 -0.43170 1.17284 0.1 -0.1 -0.1 -0.001
H -0.77816 2.13323 1.68644 0.1 0.2 0.1 0.020
H 0.37535 4.18243 -1.79892 0.0 -0.1 0.1 0.023
H -2.11750 -3.63754 1.19067 0.2 0.3 -0.2 0.022
H 0.44053 2.91027 -2.99970 0.2 -0.2 -0.4 -0.007
H -3.34903 -4.60035 0.42135 -0.1 -0.5 -0.1 0.006
H -0.13267 3.69413 0.97319 0.1 -0.4 0.1 0.025
H -6.01170 -2.79897 -1.85104 -0.1 0.2 0.2 0.059
H -1.05137 3.80897 -2.75604 0.1 -0.3 0.2 0.025
H -1.82697 3.34935 0.93733 -0.3 0.0 0.2 0.012
H 6.06963 -1.18027 4.28335 -0.3 0.1 -0.3 0.106
H 4.34868 4.52026 -1.07159 -0.1 0.0 0.4 0.132
H 2.47044 3.31630 0.22281 0.6 -0.1 -0.4 0.135
H -3.78456 -3.41762 1.63734 -0.7 0.1 1.0 -0.013
H -8.24278 1.07149 0.33680 0.1 -0.4 0.4 0.135
H 4.57974 1.27520 3.14235 -0.2 -0.2 -0.6 0.137
H 3.93334 1.52742 -4.02913 0.4 0.0 -0.6 0.100
H 2.46926 1.41394 1.65877 -0.1 0.4 0.6 0.093
H 6.63152 0.23140 3.51963 0.6 2.0 0.3 0.052
H -3.96341 0.34556 0.17311 0.1 0.2 -0.1 -0.011
H 7.14017 -1.30205 2.93663 -0.8 0.3 -0.3 0.104
H 3.22771 -2.55308 0.28249 0.2 0.6 0.4 0.131
H -6.19480 -3.19335 1.72132 0.1 -0.8 0.4 0.110
H -8.33981 0.46655 2.66676 0.2 -0.6 0.2 0.131
H -5.76094 -3.85162 -0.45410 -0.1 0.2 0.3 0.083
H -4.44381 -0.76923 1.46830 0.7 0.1 -0.5 0.019
H -6.55747 -0.90807 -2.34967 0.0 -0.1 -0.5 0.077
H 5.12656 3.52954 -3.17894 0.2 0.3 -0.3 0.126
H -7.55684 0.63885 -1.95188 0.2 -0.5 -0.1 0.111
H -7.40119 -1.83105 3.38181 0.1 0.0 -0.1 0.133
H 5.28381 -2.70182 1.68188 -0.2 0.4 -0.1 0.134

2.
76
Properties=species:S:1:pos:R:3:forces:R:3:lowdin_charge:R:1 method="wB97M-V/def2-TZVPD" gap_ev=7.457 de_lowest_kcal_mol=27.4
Cl -0.00221 0.85216 0.12642 -0.1 -0.1 0.3 -0.004
O 2.17779 -0.22884 2.16742 -1.5 0.5 -1.1 -0.116
O -1.06221 0.83416 3.28742 -0.2 0.3 0.8 -0.022
O 5.76179 -3.40384 -0.70158 3.0 -3.7 1.6 0.003
O -1.42321 2.38716 -7.53358 -3.3 0.7 -2.1 0.017
O 1.29579 0.61116 -2.91658 4.6 1.7 -7.5 0.030
O -1.39921 4.15016 0.66142 -1.2 1.1 2.0 0.020
O -5.17021 -2.78684 4.35242 -0.7 -0.9 -1.3 0.020
O 0.12979 8.85816 -2.05758 0.1 2.5 0.5 0.027
N -1.20721 -2.99084 0.23942 -2.0 -2.2 -1.2 -0.045
N 0.03879 -3.88384 1.67242 2.0 -3.9 6.0 -0.053
C -0.12121 -2.87184 0.97742 2.3 6.6 -3.7 -0.092
C -0.96621 7.76016 -0.15558 2.5 -2.2 -3.2 -0.021
C -2.74221 -0.69684 2.56342 -2.4 -2.1 2.9 0.047
C -1.21421 6.57016 0.50642 -2.4 3.8 4.4 -0.077
C -0.21421 7.74016 -1.41758 -1.1 -2.8 1.2 -0.364
C -2.33621 -0.51284 4.86442 -0.7 2.4 4.1 -0.068
C 0.67979 1.53616 -6.53058 -2.5 -0.1 1.5 0.005
C 4.06079 -1.91984 -0.72658 -3.0 2.8 4.4 0.066
C 3.03879 -1.03384 1.43342 0.6 0.8 -0.5 -0.338
C 4.88179 -2.74184 0.06542 -1.3 2.0 -2.9 -0.391
C -1.80421 -4.22584 0.60442 -1.7 -0.7 -2.6 -0.004
C -0.29221 5.20316 -1.15058 -0.2 5.7 -1.0 0.074
C -0.77321 1.87216 -6.50958 2.5 -1.8 3.4 -0.357
C 4.04779 -1.91884 2.10942 -3.0 1.7 1.3 -0.027
C -1.02121 5.32016 0.07742 3.0 -3.4 -4.8 -0.364
C -3.48221 -1.20684 5.13442 -0.8 -2.3 -2.5 0.016
C 0.13279 6.50316 -2.01258 -2.1 -3.1 4.7 0.060
C -1.65621 -2.25684 -0.95858 1.6 -2.3 0.2 0.007
C 4.86879 -2.76684 1.45842 -1.3 1.6 -2.6 -0.079
C 1.32679 1.03516 -5.30658 1.8 1.1 -2.7 -0.025
C 0.61879 0.93416 -4.08658 -1.3 -0.1 0.5 -0.312
C 3.07679 -0.94484 0.04142 5.2 -6.0 0.8 0.017
C -3.84621 -1.73484 2.76142 5.8 6.1 0.7 0.009
C -4.21121 -1.86884 4.00242 0.0 0.1 6.9 -0.332
C -2.08721 -0.04584 3.64042 0.8 -0.6 -7.5 -0.329
C -1.46821 1.64216 -5.30458 7.6 -1.9 0.5 -0.040
C -0.78921 1.18916 -4.10558 -1.8 0.4 -1.1 -0.001
C 1.15979 -4.13484 2.71842 3.5 5.3 -7.7 -0.083
C 2.20779 -4.79684 1.90842 -0.9 -5.7 1.6 -0.083
C -0.99121 -4.77784 1.59342 -2.0 -1.0 -2.1 -0.024
H -0.92821 1.12016 2.32742 -0.9 -1.2 1.3 0.025
H -5.55621 -2.83384 5.22942 0.6 0.8 0.2 0.100
H 0.68579 -2.00984 0.86942 -2.1 -1.7 0.4 0.185
H 5.51279 -3.44884 1.85342 1.7 -1.6 1.8 0.086
H 0.82779 0.41016 -2.22358 -4.8 -1.3 6.0 -0.114
H -1.86821 0.11916 5.64842 0.0 -1.1 0.0 0.140
H 3.92579 -1.78384 -1.79458 0.8 -0.7 0.1 0.101
H -1.12421 3.29816 0.31242 0.7 0.3 -0.7 0.020
H 1.75479 -5.88584 1.90342 1.7 1.5 -1.6 0.125
H 6.30379 -4.09184 -0.12058 -1.6 2.2 -1.9 0.170
H 2.56479 0.85616 -5.45258 -3.8 0.4 0.9 0.173
H -1.66521 6.81416 1.55342 0.5 -1.1 -1.8 0.150
H -2.37321 1.97216 -5.19358 -5.4 1.5 0.4 0.036
H -3.73821 -1.54184 6.13042 -0.1 0.3 0.1 0.102
H 1.86579 -3.29084 2.74142 -2.1 1.5 1.7 0.116
H -0.13921 4.24916 -1.54458 0.5 -1.3 -0.7 0.062
H -1.04121 -5.81284 2.05142 0.3 1.8 -0.5 0.158
H -2.47821 -0.44184 1.60342 0.6 0.5 -2.2 0.042
H 1.36179 0.35816 1.60442 3.0 -2.3 1.0 0.048
H -2.74521 -4.63184 -0.25058 3.1 1.2 3.6 0.228
H 0.00779 9.62816 -1.43758 0.2 -1.1 -1.1 0.132
H -1.62521 1.09416 -3.29758 2.5 0.0 -0.7 0.135
H -2.47221 2.37416 -7.43558 3.6 -0.1 0.1 0.187
H -1.98321 -2.80684 -1.82358 0.5 -1.4 0.0 0.102
H 4.01679 -1.97984 3.21642 -0.1 0.4 -0.7 0.124
H 3.17379 -4.86584 2.40242 -0.1 0.0 0.3 0.081
H 0.72879 6.34716 -2.89358 0.0 0.2 -0.2 0.082
H 0.63279 -4.48584 3.42342 -2.6 -2.8 6.0 0.057
H -1.21221 8.68816 0.25542 -0.4 1.2 0.8 0.079
H 2.36179 -4.20684 1.04442 0.0 -0.1 -1.4 0.069
H 1.13779 1.67416 -7.52458 0.3 -0.2 0.9 0.099
H -4.19421 -2.25384 2.01242 -2.0 -2.5 -3.9 0.051
H 2.45679 -0.54984 -0.63558 -2.5 2.4 -1.6 0.007
H -2.46521 -1.72284 -0.77058 -3.6 2.7 1.6 0.042
H -0.93321 -1.60684 -1.27758 2.0 1.6 -0.5 0.036